1.
Formula: C4H5NO2S
Source: the OMol25 dataset
Level of theory: the ωB97M-V functional and the def2-TZVPD basis

CARTESIAN COORDINATES (ANGSTROEM)
O  -1.408  -1.231  -0.699
C  -1.078  0.073  -0.370
C  -1.072  0.701  0.997
C  0.255  0.261  0.414
O  1.054  1.374  -0.011
N  2.218  0.615  -0.462
C  2.289  -0.620  -0.241
S  1.040  -1.356  0.671
H  -2.337  -1.248  -0.885
H  -1.102  0.676  -1.276
H  -1.640  0.315  1.843
H  -1.306  1.827  0.668
H  3.087  -1.386  -0.649

Cartesian forces (eV/Å) of the 6 atoms listed first:
O 0.376 -0.446 0.740
C 1.752 0.020 -1.013
C -1.047 2.325 -1.666
C -3.947 0.679 0.024
O 1.792 -4.630 0.755
N 1.779 2.359 -2.001

The calculation puts the HOMO energy at -8.4 eV. As for the molar mass: 131.16 g/mol. The value obtained for the total energy is -758.67395 a.u. The energy above the lowest of the compared OMol25 structures with the same formula, charge and spin comes out at 129.4 kcal per mole. The calculation puts the gap between HOMO and LUMO at 9.03 eV.

2.
Formula: C4H5NO3
Source: the OMol25 dataset
Level of theory: the ωB97M-V functional and the def2-TZVPD basis

CARTESIAN COORDINATES (ANGSTROEM)
C  -0.759  -1.049  -0.552
C  0.904  1.012  -0.111
C  1.231  -0.444  0.104
C  -0.548  0.661  -0.194
O  0.729  -1.268  -0.824
O  -1.115  -1.768  0.460
N  -1.591  1.258  0.158
O  1.457  -0.982  1.221
H  -0.126  -1.666  1.334
H  -1.220  -1.047  -1.541
H  -1.478  2.267  0.278
H  1.320  1.370  -1.053
H  1.197  1.656  0.718

Cartesian forces (eV/Å) of the 6 atoms listed first:
C 2.787 4.596 -0.149
C 0.775 -0.569 -0.510
C 0.269 -2.779 2.944
C -2.275 -2.027 0.167
O 0.227 0.555 -0.943
O 2.010 -0.820 3.588

The calculation puts the HOMO energy at -9.5 eV. As for the molar mass: 115.09 g/mol. The value obtained for the total energy is -435.77496 a.u. The energy above the lowest of the compared OMol25 structures with the same formula, charge and spin comes out at 91.3 kcal per mole. The calculation puts the gap between HOMO and LUMO at 9.63 eV.

3.
Formula: C4H5NO3
Source: the OMol25 dataset
Level of theory: the ωB97M-V functional and the def2-TZVPD basis

CARTESIAN COORDINATES (ANGSTROEM)
O  2.006  2.162  -2.377
C  1.897  1.579  -1.418
C  1.778  0.966  -0.262
N  2.374  -0.296  0.118
O  2.627  -0.333  1.330
O  2.723  -1.138  -0.708
H  1.169  1.386  0.447
C  -0.756  -0.456  0.552
C  -0.790  -0.399  -0.797
H  0.191  -0.827  0.938
H  -1.521  -0.048  1.128
H  0.014  -0.914  -1.286
H  -1.542  -0.098  -1.527

Cartesian forces (eV/Å) of the 6 atoms listed first:
O 0.154 1.240 -2.075
C 0.237 -1.594 1.537
C 1.019 -1.136 -1.002
N 1.759 0.662 0.442
O -0.606 -0.666 -1.167
O -0.783 0.922 0.628

The calculation puts the HOMO energy at -9.8 eV. As for the molar mass: 115.09 g/mol. The value obtained for the total energy is -435.69477 a.u. The energy above the lowest of the compared OMol25 structures with the same formula, charge and spin comes out at 141.7 kcal per mole. The calculation puts the gap between HOMO and LUMO at 9.39 eV.

4.
Formula: C4H5NO4
Source: the OMol25 dataset
Level of theory: the ωB97M-V functional and the def2-TZVPD basis

CARTESIAN COORDINATES (ANGSTROEM)
C  -1.312  0.362  -1.255
C  1.582  -0.670  -0.984
C  0.745  0.018  1.341
C  -0.465  0.296  2.240
H  -2.027  -0.445  -2.265
H  -0.252  0.808  -1.917
H  -1.853  1.240  -0.670
H  1.100  -1.425  -1.627
H  -0.372  -0.470  3.099
N  0.605  -0.285  -0.104
O  -0.726  -0.563  -0.297
O  2.630  0.104  -1.116
O  1.799  0.145  1.755
O  -1.454  0.884  1.799

Cartesian forces (eV/Å) of the 6 atoms listed first:
C 1.562 -0.074 -3.381
C 3.075 4.873 -0.969
C -2.670 0.726 -4.039
C -2.681 -1.821 -2.576
H 1.977 2.860 3.565
H -3.729 -0.978 1.846

The calculation puts the HOMO energy at -10.2 eV. As for the molar mass: 131.09 g/mol. The value obtained for the total energy is -510.89765 a.u. The energy above the lowest of the compared OMol25 structures with the same formula, charge and spin comes out at 165.6 kcal per mole. The calculation puts the gap between HOMO and LUMO at 9.24 eV.

- Which value of molar mass does entry 2 give?
  115.09 g/mol

Please write out number 1 again, unchanged.
Formula: C4H5NO2S
Source: the OMol25 dataset
Level of theory: the ωB97M-V functional and the def2-TZVPD basis

CARTESIAN COORDINATES (ANGSTROEM)
O  -1.408  -1.231  -0.699
C  -1.078  0.073  -0.370
C  -1.072  0.701  0.997
C  0.255  0.261  0.414
O  1.054  1.374  -0.011
N  2.218  0.615  -0.462
C  2.289  -0.620  -0.241
S  1.040  -1.356  0.671
H  -2.337  -1.248  -0.885
H  -1.102  0.676  -1.276
H  -1.640  0.315  1.843
H  -1.306  1.827  0.668
H  3.087  -1.386  -0.649

Cartesian forces (eV/Å) of the 6 atoms listed first:
O 0.376 -0.446 0.740
C 1.752 0.020 -1.013
C -1.047 2.325 -1.666
C -3.947 0.679 0.024
O 1.792 -4.630 0.755
N 1.779 2.359 -2.001

The calculation puts the HOMO energy at -8.4 eV. As for the molar mass: 131.16 g/mol. The value obtained for the total energy is -758.67395 a.u. The energy above the lowest of the compared OMol25 structures with the same formula, charge and spin comes out at 129.4 kcal per mole. The calculation puts the gap between HOMO and LUMO at 9.03 eV.